57
Properties=species:S:1:pos:R:3 method="wB97M-V/def2-TZVPD" e_homo_ev=-1.21 gap_ev=3.59 total_charge=-1 lumo_energy_ev=2.4
H -1.4798 1.8789 -2.7756
C -1.1446 -0.6698 0.5387
H 0.6121 -2.2950 -2.8741
H -2.0751 -2.9155 7.6552
C -0.9934 2.8124 -3.1660
H -0.1034 3.2880 0.2948
H -1.1581 -4.1260 0.8886
H -1.4439 -0.7658 -0.5220
H -2.3832 -2.9174 0.2405
H -0.5185 1.1929 1.5670
C -0.3030 3.4919 -1.8986
H 2.0444 -0.0160 -3.2154
H -0.8182 4.4784 -1.7653
C -1.5161 0.0275 5.2125
C -1.9225 -2.0899 6.9720
C -1.0150 0.0923 6.5057
C -0.5123 2.7151 -0.5678
H 2.3688 2.9619 -3.9420
H 1.9107 0.4296 -4.9292
N -0.0136 2.3482 -4.1540
O 0.5753 -3.6607 -1.2649
C -1.2156 -0.9659 7.3843
H -2.0625 -0.4828 1.1240
H 3.8160 2.0321 -5.4817
C -0.8355 -3.5460 -1.1689
H 0.7563 3.7496 -2.0938
O 0.4042 1.0873 -3.6072
F -2.7107 -1.1564 3.5720
H -0.2776 0.7083 -1.3625
H 0.5408 -2.0997 0.6769
H -0.5966 -2.1013 2.0505
H 4.9285 2.1250 -4.0106
H 2.8746 2.8083 -1.8266
H 2.1986 -2.7085 -2.1599
H -0.8207 -0.9159 8.3915
C -1.3183 -3.2180 0.2731
H -2.9934 -3.0174 5.3450
H 0.8142 0.0330 1.0850
C -0.1380 0.5138 0.7817
H -1.7191 3.4943 -3.6477
C -2.2222 -1.0947 4.8188
H -1.6021 2.5838 -0.4156
C 2.7243 1.9780 -3.6096
H 4.1025 0.5699 -4.5079
C 1.7430 0.8176 -3.8930
H -1.2504 -4.5238 -1.4924
H 1.2515 1.4399 -0.6623
C 1.1333 -2.5315 -1.9276
C -0.5308 -2.0568 0.9429
H -1.2509 -2.7921 -1.8717
H 1.0680 -1.6280 -1.2830
C 4.0292 1.6779 -4.4567
O 3.1538 1.9933 -2.2385
H -0.4676 0.9688 6.8278
H -1.3623 0.8376 4.5110
C -2.4341 -2.1543 5.6826
C 0.1591 1.3135 -0.5503